No. 1
DFT (ωB97M-V/def2-TZVPD) results for C35H45ClLaN5O6 as an isolated structure.

The geometry in XYZ format:
```
93
Properties=species:S:1:pos:R:3:lowdin_charge:R:1
O 0.194 -0.757 -3.523 -0.247
C -0.955 -0.479 -4.093 -0.458
C -0.858 0.914 -4.717 -0.204
C -0.434 1.997 -3.951 -0.046
H -0.287 1.875 -2.873 0.097
C -0.188 3.228 -4.565 -0.085
H 0.178 4.057 -3.957 0.100
C -0.400 3.388 -5.940 -0.107
H -0.202 4.349 -6.418 0.093
C -0.865 2.302 -6.690 -0.097
H -1.048 2.415 -7.758 0.094
C -1.079 1.063 -6.079 -0.046
H -1.431 0.201 -6.652 0.110
H -1.028 -1.209 -4.928 0.122
C -2.894 -2.172 -3.263 -0.115
C -2.435 -0.727 -3.238 -0.348
H -3.717 -2.247 -3.991 0.083
H -3.323 -2.545 -2.314 0.069
H -2.104 -2.859 -3.582 0.070
C -3.350 0.267 -3.328 -0.198
C -4.845 0.137 -3.297 -0.113
H -3.028 1.305 -3.454 0.113
H -5.294 0.552 -4.211 0.084
H -5.259 0.741 -2.484 0.040
H -5.226 -0.884 -3.185 0.068
La -1.390 -0.865 -0.572 1.933
Cl -3.555 0.707 -0.301 -0.084
C -2.517 -0.972 2.364 -0.335
O -2.031 -1.796 1.539 -0.229
N -2.317 -0.991 3.677 -0.148
C -1.667 -2.126 4.329 -0.021
C -2.989 -0.016 4.531 -0.018
H -3.131 -0.140 1.996 0.052
H -1.088 -2.675 3.570 0.094
H -2.419 -2.787 4.785 0.098
H -1.004 -1.755 5.117 0.086
H -3.251 0.850 3.917 0.101
H -2.329 0.301 5.341 0.074
H -3.909 -0.435 4.959 0.097
H 4.168 1.070 -3.185 0.086
H 4.493 0.874 -0.751 0.094
C 3.083 0.903 -3.096 -0.032
C 3.400 0.846 -0.624 -0.029
N 2.790 0.269 -1.814 -0.166
H 2.722 0.247 -3.896 0.092
C 2.013 -0.817 -1.767 -0.328
O 1.315 -1.182 -0.789 -0.147
H 3.144 0.255 0.257 0.088
H 2.020 -1.385 -2.714 0.118
H 2.576 1.880 -3.167 0.094
H 3.060 1.885 -0.503 0.090
H -0.842 -6.625 -0.433 0.101
H 1.362 -6.546 -2.081 0.097
C -1.290 -6.029 -1.236 -0.016
C 0.724 -5.903 -2.702 -0.029
N -0.275 -5.215 -1.893 -0.165
H -2.057 -5.378 -0.826 0.089
C -0.213 -3.904 -1.686 -0.243
O -1.054 -3.264 -0.978 -0.223
H 1.352 -5.164 -3.207 0.095
H 0.606 -3.366 -2.182 0.137
H -1.725 -6.719 -1.967 0.095
H 0.235 -6.534 -3.454 0.095
O -0.190 2.326 -0.455 0.010
C 0.115 1.881 0.652 -0.555
N 0.782 2.561 1.668 0.132
C 1.205 1.717 2.736 -0.279
C 0.620 0.366 2.237 -0.397
O 0.777 -0.746 2.772 0.016
N -0.101 0.584 1.093 0.002
C 2.739 1.665 2.886 -0.131
C 3.330 0.576 3.533 -0.024
C 4.708 0.547 3.765 -0.070
C 5.510 1.602 3.337 -0.096
C 4.929 2.691 2.681 -0.082
C 3.543 2.736 2.469 -0.035
C 0.586 2.102 4.091 -0.117
C 0.193 3.420 4.358 -0.016
C -0.336 3.742 5.615 -0.078
C -0.482 2.763 6.599 -0.096
C -0.067 1.455 6.337 -0.094
C 0.495 1.137 5.097 -0.037
H 1.003 3.548 1.558 0.143
H 2.690 -0.253 3.832 0.101
H 5.134 -0.315 4.283 0.105
H 6.586 1.578 3.516 0.101
H 5.543 3.523 2.334 0.102
H 3.100 3.607 1.983 0.107
H 0.302 4.191 3.596 0.109
H -0.634 4.773 5.814 0.103
H -0.911 3.011 7.570 0.101
H -0.160 0.669 7.090 0.105
H 0.859 0.133 4.885 0.099
```

Output
LUMO level   0.27 eV
Highest occupied orbital energy   -6.99 eV
Energy relative to the best compared isomer or geometry (same formula, charge and spin)   33.3 kcal/mol
Net charge   0
Electronic energy   -70147.489 eV



No. 2
DFT (ωB97M-V/def2-TZVPD) results for a 3-piece molecular cluster, C35H47F3N5O4PS overall.

The geometry in XYZ format:
```
96
Properties=species:S:1:pos:R:3:lowdin_charge:R:1
C 1.851 0.739 6.340 0.040
C 1.466 1.316 5.208 -0.114
C 0.960 2.158 3.907 -0.192
C 1.424 1.411 2.552 -0.197
C 0.221 0.631 1.770 -0.126
C 0.606 0.664 0.210 -0.067
C -0.190 1.254 -0.844 -0.063
C -1.601 1.963 -0.540 -0.139
C -2.770 0.976 -1.112 -0.178
C -3.902 1.896 -1.808 -0.192
C -4.866 2.497 -0.657 -0.226
N -5.616 1.416 0.074 -0.014
C -5.101 1.243 1.470 -0.406
N -4.767 -0.021 1.799 0.108
N -4.910 2.375 2.439 0.047
C 0.364 1.252 -2.381 -0.218
O -0.393 1.033 -3.382 0.002
C 1.973 1.505 -2.495 -0.012
C 2.633 2.381 -3.651 -0.250
P 1.517 3.152 -4.969 0.388
S 1.992 4.977 -5.483 0.137
C 4.227 2.560 -3.578 -0.109
C 4.992 3.484 -4.691 -0.140
C 5.105 4.980 -4.011 -0.205
O 4.753 4.977 -2.596 -0.195
C 3.510 5.675 -2.343 -0.098
C 3.316 5.849 -0.723 -0.285
F 1.976 5.444 -0.300 0.011
F 3.437 7.232 -0.298 0.027
F 4.252 5.050 0.019 0.050
C 5.097 1.853 -2.433 0.061
C 4.439 0.970 -1.272 -0.075
C 5.372 0.290 -0.149 -0.080
C 6.005 -1.095 -0.998 -0.166
C 5.461 -2.582 -0.386 -0.010
O 4.980 -1.913 -1.778 -0.212
C 2.854 0.840 -1.332 0.031
C 2.054 0.010 -0.175 -0.207
O 2.496 -1.047 0.380 0.030
H 2.286 -0.033 7.087 0.046
H 1.565 3.156 3.953 0.118
H -0.164 2.382 3.980 0.105
H 2.263 0.648 2.829 0.121
H 1.919 2.170 1.814 0.124
H 0.304 -0.484 2.103 0.134
H -0.829 1.017 2.023 0.099
H -1.736 2.254 0.563 0.095
H -1.594 2.969 -1.136 0.125
H -2.375 0.243 -1.928 0.116
H -3.141 0.324 -0.240 0.096
H -4.480 1.308 -2.610 0.113
H -3.368 2.770 -2.364 0.112
H -4.188 3.113 0.059 0.109
H -5.590 3.241 -1.193 0.127
H -6.617 1.669 0.065 0.112
H -4.400 -0.025 2.777 0.053
H -3.902 2.637 2.348 0.071
H -5.044 1.941 3.380 0.078
H 1.602 2.355 -6.177 -0.006
H 0.117 3.178 -4.596 -0.007
H 4.425 3.526 -5.690 0.077
H 6.058 3.043 -4.853 0.117
H 4.563 5.789 -4.627 0.093
H 6.243 5.242 -4.054 0.132
H 2.575 5.062 -2.681 0.099
H 3.470 6.749 -2.779 0.153
H 6.249 2.015 -2.489 0.120
H 6.290 0.925 0.135 0.115
H 4.804 -0.128 0.755 0.103
H 7.153 -1.038 -1.394 0.158
H 4.352 -2.712 -0.123 0.101
H 6.042 -3.542 -0.625 0.091
C -5.673 -3.193 0.944 -0.116
C -4.639 -4.290 1.175 -0.278
C -4.973 -5.589 0.439 -0.190
C -6.298 -6.124 0.919 -0.203
N -7.350 -6.548 1.300 0.117
H -6.657 -3.480 1.324 0.069
H -5.378 -2.278 1.464 0.027
H -5.768 -2.963 -0.123 0.080
H -4.561 -4.483 2.251 0.109
H -3.660 -3.932 0.841 0.095
H -4.197 -6.337 0.625 0.092
H -5.025 -5.417 -0.640 0.117
C -1.410 -6.820 4.161 -0.112
C -1.881 -7.614 2.946 -0.272
C -0.945 -7.473 1.744 -0.187
C -0.866 -6.028 1.324 -0.198
N -0.803 -4.880 0.991 0.132
H -1.384 -5.746 3.956 0.070
H -2.092 -6.973 5.002 0.074
H -0.409 -7.136 4.472 0.078
H -2.888 -7.280 2.674 0.099
H -1.955 -8.671 3.219 0.111
H -1.317 -8.069 0.906 0.113
H 0.059 -7.829 1.994 0.116
```

Output
LUMO level   -1.37 eV
Highest occupied orbital energy   -8.88 eV
Energy relative to the best compared isomer or geometry (same formula, charge and spin)   303.2 kcal/mol
Net charge   0
Electronic energy   -80954.793 eV
SMILES   [H]/N=C(\N)NCCCCC1=C(CCCC#C)C(=O)c2c(C[C@H]3CO3)cc(CCOCC(F)(F)F)c([PH2]=S)c2C1=O.CCCC#N.CCCC#N